{
  "formula": "C17H16Cl2Os",
  "method": "ωB97M-V with the def2-TZVPD basis set",
  "elements": ["C", "C", "C", "H", "C", "C", "H", "H", "H", "H", "Os", "Cl", "C", "C", "C", "H", "C", "C", "H", "H", "H", "H", "Cl", "C", "C", "C", "C", "C", "C", "C", "H", "H", "H", "H", "H", "H"],
  "positions_angstrom": [[1.91435, -1.77281, 0.52153], [2.05714, -1.95486, -0.90177], [0.77392, -2.35146, -1.40544], [2.98055, -1.79022, -1.45017], [-0.15530, -2.34880, -0.31877], [0.54377, -1.99301, 0.84740], [0.16199, -2.00490, 1.86717], [2.70915, -1.55715, 1.22320], [0.51925, -2.58383, -2.41668], [-1.19810, -2.59058, -0.38466], [0.69668, -0.44354, -0.64758], [1.95457, 1.25167, 0.33319], [0.99648, 1.49161, -2.29722], [-0.23918, 0.81197, -2.63514], [0.09560, -0.34766, -3.38350], [-1.22985, 1.23812, -2.54672], [1.52019, -0.42910, -3.46802], [2.07818, 0.66785, -2.77273], [3.12002, 0.95396, -2.77636], [1.07550, 2.48857, -1.88410], [-0.61581, -0.99029, -3.90037], [2.07802, -1.14398, -4.06785], [-0.32878, 3.45171, 1.19926], [-0.92749, 2.12302, 2.12968], [-1.13051, 2.29185, 3.50287], [-1.86494, 1.32102, 4.19606], [-2.30288, 0.16366, 3.54367], [-1.89825, -0.07623, 2.24763], [-1.23451, 0.88183, 1.48582], [-1.10574, 0.65182, 0.01963], [-0.75875, 3.20232, 3.96838], [-2.17000, 1.53912, 5.21255], [-2.93514, -0.55508, 4.07003], [-2.12125, -1.01826, 1.76164], [-1.80241, -0.14413, -0.31705], [-1.25647, 1.56577, -0.55559]],
  "multiplicity": 5,
  "gap_ev": [5.76, 6.17]
}